# C7H7Cl2N

A cluster of 2 separate species, C7H7Cl2N in total at a distorted geometry (the ωB97M-V functional and the def2-TZVPD basis, the OMol25 dataset).

Computed properties:
LUMO level (alpha / beta) ... -1.39 / -0.39 eV
Total charge ... 0

Geometry (Å):
C: -1.811734 0.968622 0.814640
C: -1.722879 -0.449698 0.454595
C: -0.667256 1.675353 1.021768
C: -0.471571 -0.998660 0.561531
C: 2.320252 -1.238049 -2.008110
C: 0.622912 1.170548 0.954339
C: 0.669113 -0.263184 0.566198
N: 1.131785 -1.068193 -2.020432
Cl: 1.821869 2.067004 -0.161859
Cl: 2.074088 -1.103326 1.271699
H: -2.758773 1.427856 0.976782
H: -2.593277 -0.978091 0.249067
H: -0.725367 2.721081 1.347121
H: -0.527900 -2.021502 0.516587
H: 3.013409 -1.738882 -2.847018
H: 2.997385 -0.954250 -1.204388
H: 1.149824 1.332078 1.862500

Forces on atoms 1 to 3 (eV/Å):
C 1.218 -0.992 -0.573
C 0.939 3.579 1.200
C -3.643 2.250 0.157

# C2H4N2O

The molecule C2H4N2O (the ωB97M-V functional and the def2-TZVPD basis, the OMol25 dataset).

Computed properties:
LUMO level ... 0.80 eV
Total charge ... 0

Geometry (Å):
N: -0.640729 1.187098 0.299347
C: -0.635564 -0.034180 0.781121
N: 0.457093 -0.742175 0.528268
C: 1.184699 -0.081048 -0.796640
O: 2.090109 -0.693754 -1.248043
H: -1.516302 1.690086 0.293864
H: -1.488171 -0.466452 1.311928
H: 0.466348 -1.729874 0.751087
H: 0.235858 1.041754 -0.551254

Forces on atoms 1 to 3 (eV/Å):
N -0.055 -0.090 0.041
C 0.063 -0.019 -0.069
N -0.186 0.005 0.150

# C3H14O4

A cluster of 5 separate species, C3H14O4 in total at a distorted geometry (the ωB97M-V functional and the def2-TZVPD basis, the OMol25 dataset).

Computed properties:
Spin multiplicity ... 2
LUMO level (alpha / beta) ... -5.64 / -8.86 eV
Total charge ... +1

Geometry (Å):
C: -0.434322 -2.291010 2.418595
C: -0.431756 -1.164533 3.333141
C: 0.064407 -1.019012 4.599936
H: 0.477183 -2.426556 1.838338
H: -1.330199 -2.326339 1.792779
H: -0.509968 -3.281778 2.903813
H: -0.801124 -0.237393 2.864096
H: 0.422632 -0.049850 4.922784
H: -0.024487 -1.806612 5.345079
H: -0.924004 0.899585 -2.008980
H: -2.241046 1.030681 -1.337936
O: -1.754818 0.434475 -1.900839
H: -0.747690 -0.435806 -5.170866
H: -1.129199 0.949033 -4.890765
O: -0.341806 0.420041 -5.048282
H: 0.287626 1.756467 -1.039847
H: 0.508570 2.915894 0.034446
O: 0.103972 2.077091 -0.158875
H: 3.709155 1.691659 -2.703869
H: 2.323158 1.338687 -3.311912
O: 2.773717 1.525277 -2.480836

Forces on atoms 1 to 3 (eV/Å):
C -1.259 -2.150 0.738
C 0.091 0.803 -1.872
C -0.208 -0.223 1.019

Energy above the lowest of the compared OMol25 structures with the same formula, charge and spin across the listed records, respectively: 404.4; 192.3; 159.8 kJ/mol.
M across the listed records, respectively: 176.05; 72.07; 114.14 u.